1.
This record from the Open Molecules 2025 dataset describes C30H18BrF5NO4PY as an isolated structure. The level of theory is ωB97M-V with the def2-TZVPD basis set.

Last column: Löwdin charge in e.
CARTESIAN COORDINATES (ANGSTROEM)
Y  -0.04  0.14  0.12  1.59
Br  2.52  -1.17  -1.86  0.83
C  1.65  0.26  -2.75  -0.70
C  2.11  0.78  -3.94  -0.06
C  1.38  1.84  -4.48  0.00
C  0.26  2.32  -3.82  0.04
C  -0.11  1.73  -2.63  -0.15
N  0.59  0.71  -2.11  -0.04
C  -1.32  2.18  -1.82  -0.56
O  -2.02  3.07  -2.23  0.13
O  -1.45  1.51  -0.69  -0.17
H  2.98  0.38  -4.42  0.12
H  1.70  2.28  -5.41  0.13
H  -0.34  3.14  -4.20  0.14
O  -0.55  -1.98  0.37  -0.46
P  -0.27  -3.35  1.01  0.86
C  0.14  -4.56  -0.23  -0.29
C  1.45  -5.00  -0.40  -0.07
C  1.75  -5.89  -1.42  -0.06
C  0.74  -6.34  -2.26  -0.05
C  -0.57  -5.89  -2.10  -0.06
C  -0.87  -5.01  -1.08  -0.07
C  -1.69  -3.92  1.92  -0.29
C  -1.95  -5.28  2.06  -0.08
C  -3.02  -5.70  2.84  -0.06
C  -3.82  -4.76  3.48  -0.05
C  -3.57  -3.40  3.33  -0.05
C  -2.50  -2.98  2.56  -0.06
C  1.10  -3.21  2.16  -0.28
C  1.91  -2.07  2.21  -0.08
C  2.97  -2.00  3.11  -0.05
C  3.23  -3.07  3.95  -0.05
C  2.43  -4.21  3.91  -0.05
C  1.37  -4.28  3.02  -0.06
H  2.24  -4.66  0.26  0.11
H  2.76  -6.24  -1.55  0.11
H  0.97  -7.04  -3.06  0.11
H  -1.35  -6.25  -2.76  0.11
H  -1.89  -4.67  -0.95  0.12
H  -1.34  -6.01  1.54  0.11
H  -3.23  -6.75  2.94  0.11
H  -4.66  -5.09  4.08  0.12
H  -4.20  -2.67  3.83  0.12
H  -2.30  -1.92  2.45  0.10
H  1.74  -1.21  1.58  0.05
H  3.58  -1.11  3.15  0.12
H  4.05  -3.01  4.65  0.12
H  2.63  -5.04  4.57  0.12
H  0.75  -5.16  3.00  0.11
F  0.07  3.12  6.27  0.14
C  0.37  2.70  5.05  -0.14
C  -0.49  1.85  4.37  -0.14
F  -1.62  1.43  4.92  0.14
C  -0.12  1.45  3.10  -0.11
F  -0.94  0.58  2.39  0.01
C  1.05  1.82  2.46  -0.27
O  1.30  1.34  1.24  -0.22
C  1.88  2.67  3.17  -0.14
F  3.03  3.08  2.63  0.13
C  1.55  3.10  4.44  -0.13
F  2.37  3.92  5.10  0.15

* LUMO level: -3.12 eV
* charge: +1

=====

2.
This record from the Open Molecules 2025 dataset describes C30H19ClN6O8Rh as an isolated structure. The level of theory is ωB97M-V with the def2-TZVPD basis set.

Last column: Löwdin charge in e.
CARTESIAN COORDINATES (ANGSTROEM)
Rh  0.07  1.15  0.31  1.29
O  -1.25  -4.04  2.33  0.16
C  -0.88  -3.25  3.33  -0.49
O  -0.94  -3.59  4.47  0.11
C  -0.36  -1.89  2.97  -0.02
C  0.09  -0.94  3.89  -0.55
Cl  0.09  -1.04  5.57  0.89
N  0.47  0.17  3.21  -0.02
N  0.31  -0.05  1.89  -0.01
C  -0.21  -1.25  1.74  -0.10
C  -0.57  -1.56  0.33  -0.48
O  -0.96  -2.65  -0.02  0.15
O  -0.41  -0.55  -0.50  -0.07
C  1.06  1.41  3.64  -0.20
C  0.69  2.58  2.99  -0.03
C  1.24  3.79  3.37  -0.05
C  2.15  3.83  4.42  -0.05
C  2.53  2.66  5.05  -0.04
C  1.99  1.44  4.66  -0.03
H  -1.16  -3.65  1.43  0.08
H  -0.03  2.61  2.17  0.09
H  0.94  4.70  2.87  0.12
H  2.57  4.78  4.74  0.12
H  3.26  2.68  5.84  0.12
H  2.32  0.53  5.14  0.10
O  -1.87  1.78  0.53  -0.06
C  -1.74  2.52  -0.49  -0.53
O  -0.63  2.44  -1.10  -0.06
C  -2.80  3.43  -0.93  -0.12
C  -4.01  3.49  -0.24  0.02
C  -5.00  4.35  -0.66  -0.03
C  -4.80  5.16  -1.77  0.03
C  -3.59  5.08  -2.44  -0.11
C  -2.58  4.23  -2.04  0.08
N  -3.36  5.94  -3.62  -0.35
O  -4.26  6.68  -3.94  0.10
O  -2.28  5.86  -4.16  0.09
H  -4.16  2.85  0.63  0.13
H  -5.94  4.40  -0.13  0.12
H  -5.56  5.84  -2.13  0.13
H  -1.65  4.20  -2.59  0.14
N  6.13  -0.26  -3.17  0.17
C  7.49  -0.50  -3.22  -0.18
C  8.35  -0.78  -4.27  -0.01
C  9.68  -0.97  -3.94  -0.07
C  10.13  -0.89  -2.61  -0.08
C  9.27  -0.62  -1.57  -0.01
C  7.92  -0.42  -1.89  -0.22
N  6.85  -0.14  -1.06  0.19
C  5.82  -0.05  -1.86  -0.29
C  4.48  0.25  -1.36  -0.10
C  3.36  0.38  -2.19  0.03
C  2.13  0.65  -1.64  -0.08
N  1.97  0.80  -0.32  -0.08
C  3.03  0.68  0.49  -0.07
C  4.29  0.41  0.01  0.03
H  5.51  -0.25  -3.96  0.16
H  8.01  -0.84  -5.30  0.11
H  10.39  -1.19  -4.72  0.11
H  11.18  -1.05  -2.40  0.11
H  9.61  -0.56  -0.55  0.12
H  3.43  0.27  -3.27  0.12
H  1.25  0.75  -2.25  0.12
H  2.85  0.81  1.55  0.11
H  5.13  0.32  0.68  0.12

* LUMO level: -4.97 eV
* charge: +1
* ΔE to the lowest compared entry with this formula, charge and spin: 0.0 kcal per mole

=====

3.
This record from the Open Molecules 2025 dataset describes C30H19CrF5N2S4Se as an isolated structure. The level of theory is ωB97M-V with the def2-TZVPD basis set.

Last column: Löwdin charge in e.
CARTESIAN COORDINATES (ANGSTROEM)
Cr  0.39  0.01  0.88  -0.09
S  0.16  -1.99  0.02  0.72
C  -1.30  -1.96  -0.96  -0.61
C  -1.60  -3.01  -1.83  -0.11
C  -2.74  -2.98  -2.61  -0.09
C  -3.62  -1.91  -2.52  -0.09
C  -3.34  -0.86  -1.66  -0.10
C  -2.18  -0.88  -0.90  -0.52
S  -1.81  0.51  0.16  0.93
C  -1.38  1.70  -1.16  -0.34
C  -0.01  1.53  -1.76  -0.31
C  0.35  2.21  -2.92  -0.01
C  1.64  2.08  -3.40  -0.04
C  2.53  1.26  -2.73  -0.01
C  2.10  0.60  -1.59  -0.30
C  3.01  -0.35  -0.86  -0.34
S  2.73  -0.43  0.94  0.97
C  3.47  1.10  1.47  -0.49
C  4.84  1.11  1.73  -0.11
C  5.46  2.27  2.16  -0.11
C  4.68  3.42  2.33  -0.10
C  3.32  3.40  2.08  -0.12
C  2.67  2.24  1.65  -0.62
S  0.95  2.27  1.36  0.75
N  0.86  0.75  -1.12  -0.01
H  -0.92  -3.85  -1.87  0.10
H  -2.97  -3.81  -3.26  0.10
H  -4.54  -1.91  -3.09  0.10
H  -4.03  -0.03  -1.56  0.11
H  -1.46  2.70  -0.72  0.09
H  -2.14  1.62  -1.94  0.09
H  -0.37  2.84  -3.41  0.12
H  1.95  2.61  -4.29  0.11
H  3.55  1.13  -3.08  0.12
H  4.06  -0.10  -1.03  0.09
H  2.83  -1.37  -1.20  0.08
H  5.41  0.20  1.61  0.10
H  6.52  2.29  2.36  0.09
H  5.15  4.34  2.67  0.10
H  2.73  4.29  2.23  0.10
Se  -3.03  -1.75  2.38  0.59
C  -4.45  -2.18  1.23  -0.74
C  -4.56  -3.42  0.58  -0.15
C  -5.59  -3.65  -0.31  -0.20
N  -6.55  -2.77  -0.60  0.01
C  -6.48  -1.60  0.05  -0.20
C  -5.48  -1.27  0.95  -0.15
H  -3.81  -4.18  0.76  0.09
H  -5.66  -4.60  -0.83  0.09
H  -7.27  -0.89  -0.18  0.09
H  -5.48  -0.30  1.43  0.09
F  -1.49  1.57  3.04  0.02
C  -0.86  0.54  3.62  -0.32
C  0.01  -0.27  2.89  -0.18
C  0.58  -1.30  3.62  -0.25
F  1.44  -2.16  3.02  0.02
C  0.33  -1.54  4.95  -0.15
F  0.91  -2.56  5.60  0.10
C  -0.54  -0.71  5.63  -0.14
F  -0.80  -0.92  6.93  0.11
C  -1.14  0.34  4.96  -0.16
F  -1.99  1.14  5.62  0.10

* LUMO level (spin up / spin down): 1.59 / 1.90 eV
* charge: -1
* ΔE to the lowest compared entry with this formula, charge and spin: 0.0 kcal per mole
* spin multiplicity: 2

=====

4.
This record from the Open Molecules 2025 dataset describes C30H20AsCl2N3O9SW as an isolated structure at a distorted geometry. The level of theory is ωB97M-V with the def2-TZVPD basis set.

Last column: Löwdin charge in e.
CARTESIAN COORDINATES (ANGSTROEM)
W  -0.13  0.95  -0.74  1.70
O  2.05  3.66  -1.92  -0.29
As  2.20  2.13  -1.05  0.99
O  3.39  1.27  -1.76  -0.47
O  -0.04  0.75  -2.42  -0.34
C  2.56  2.80  0.75  -0.26
C  3.27  3.98  0.90  -0.07
C  3.54  4.47  2.18  -0.05
C  3.13  3.77  3.30  -0.05
C  2.42  2.59  3.16  -0.04
C  2.15  2.12  1.89  -0.28
S  1.17  0.66  1.74  0.57
O  1.53  0.10  0.37  -0.48
O  1.36  -0.19  2.86  -0.22
O  -0.24  1.10  1.50  -0.38
H  2.55  3.55  -2.74  0.05
H  3.58  4.53  0.03  0.11
H  4.09  5.39  2.29  0.11
H  3.36  4.15  4.29  0.11
H  2.10  2.02  4.03  0.12
Cl  -0.25  5.98  -0.27  0.75
C  -1.60  4.93  -0.47  -0.56
C  -2.90  5.48  -0.55  -0.10
C  -3.99  4.68  -0.70  -0.60
Cl  -5.57  5.38  -0.80  0.72
C  -3.85  3.27  -0.78  -0.16
C  -4.89  2.33  -0.97  0.02
C  -4.59  1.00  -1.07  0.00
C  -3.25  0.58  -0.99  -0.04
N  -2.26  1.43  -0.80  0.01
C  -2.55  2.76  -0.69  -0.13
C  -1.42  3.58  -0.52  -0.34
O  -0.26  2.94  -0.46  -0.30
H  -3.01  6.56  -0.50  0.11
H  -5.91  2.68  -1.04  0.10
H  -5.35  0.26  -1.23  0.12
H  -3.00  -0.47  -1.13  0.10
O  -2.21  -3.67  -3.71  0.09
C  -1.65  -3.31  -2.71  -0.51
N  -0.86  -4.08  -1.89  0.16
C  -0.23  -3.28  -0.86  -0.27
C  -0.90  -1.95  -1.19  -0.40
O  -0.63  -0.93  -0.41  -0.21
N  -1.70  -1.97  -2.18  0.23
C  1.29  -3.23  -1.02  -0.15
C  1.90  -2.22  -1.75  -0.02
C  3.28  -2.18  -1.89  -0.06
C  4.05  -3.18  -1.33  -0.08
C  3.45  -4.21  -0.63  -0.07
C  2.07  -4.23  -0.46  -0.03
C  -0.66  -3.67  0.56  -0.15
C  -0.03  -3.07  1.65  -0.03
C  -0.45  -3.33  2.94  -0.06
C  -1.50  -4.22  3.16  -0.09
C  -2.13  -4.82  2.08  -0.08
C  -1.71  -4.54  0.78  -0.02
H  -0.46  -4.93  -2.23  0.16
H  1.31  -1.44  -2.23  0.10
H  3.73  -1.35  -2.42  0.10
H  5.13  -3.15  -1.43  0.10
H  4.05  -4.99  -0.19  0.10
H  1.61  -5.02  0.12  0.12
H  0.80  -2.39  1.48  0.10
H  0.04  -2.85  3.77  0.11
H  -1.83  -4.43  4.17  0.10
H  -2.94  -5.51  2.24  0.10
H  -2.21  -5.01  -0.06  0.11

* LUMO level: -1.55 eV
* ΔE to the lowest compared entry with this formula, charge and spin: 28.1 kcal per mole